The following is a quantum chemistry calculation of a 7-piece molecular cluster, C41H101N7O11 overall, from the OMol25 dataset.

Geometry as XYZ:
```
160
C41H101N7O11 (ωB97M-V/def2-TZVPD)
C -17.31910 -3.62392 11.59475
C -18.84364 -3.50083 11.36611
C -19.53171 -3.41861 12.73946
C -19.06982 -2.20300 10.54152
C -20.39413 -2.08742 9.86314
C -20.66972 -3.33603 9.02847
C -20.55020 -4.64263 9.82442
C -21.81714 -4.79032 10.73268
C -20.47496 -5.75510 8.76771
N -19.28435 -4.61849 10.52149
O -19.11005 -5.79469 11.25972
H -17.03411 -2.75923 12.12373
H -16.99147 -4.53528 12.05162
H -16.86459 -3.50812 10.60043
H -19.16178 -2.47593 13.24714
H -20.60705 -3.38843 12.68355
H -19.09220 -4.27013 13.30281
H -18.91773 -1.29562 11.18809
H -18.32228 -2.11411 9.69820
H -21.26055 -1.95556 10.59294
H -20.52339 -1.18570 9.23438
H -19.95575 -3.52319 8.22315
H -21.65806 -3.32360 8.57521
H -22.02628 -3.89930 11.37950
H -21.64130 -5.66318 11.39528
H -22.76060 -4.97967 10.15231
H -21.20612 -5.54979 7.95933
H -20.68233 -6.79125 9.02942
H -19.54842 -5.70307 8.27069
H -18.66368 -6.46409 10.77947
C -23.49797 -2.34632 14.30607
O -22.46447 -2.42563 15.24573
C -22.46755 -3.75929 15.86222
C -21.30982 -3.85647 16.82206
C -19.92069 -3.76915 16.22131
N -21.51485 -5.01561 17.67780
H -23.23761 -1.54459 13.54922
H -24.48870 -2.14605 14.80364
H -23.64850 -3.28806 13.72770
H -23.43620 -3.81100 16.47490
H -22.57802 -4.59478 15.12620
H -21.40198 -3.03389 17.51287
H -19.93746 -2.86997 15.61116
H -19.66536 -4.68945 15.65295
H -19.22614 -3.58335 16.98538
H -21.53679 -5.87727 17.13293
H -20.84480 -5.10314 18.39001
C -22.81700 -8.06371 24.76463
O -23.30145 -6.88608 24.18611
C -23.08096 -6.74692 22.77353
C -21.92047 -5.84509 22.39885
C -22.06519 -4.50586 23.07288
N -21.90944 -5.76143 20.94893
H -21.73839 -7.94673 24.85921
H -23.05890 -8.94813 24.12330
H -23.23277 -8.04295 25.77904
H -22.81919 -7.77346 22.38799
H -24.02177 -6.31760 22.41679
H -21.02067 -6.36558 22.77669
H -23.05599 -4.02895 22.75278
H -21.27064 -3.77514 22.77845
H -22.04489 -4.63175 24.17737
H -21.19078 -5.15505 20.60744
H -22.81403 -5.43919 20.63404
C -18.69980 -3.46708 19.77847
O -19.33704 -4.79037 19.68189
C -18.49877 -5.82602 20.17303
C -19.06228 -7.19590 19.90073
N -19.42732 -7.47118 18.51740
C -18.63166 -7.01296 17.42961
C -18.84242 -7.82369 16.17037
O -20.18368 -7.80736 15.79366
C -20.85286 -9.05075 15.80051
H -17.59146 -3.62370 19.60312
H -18.77783 -3.18546 20.84033
H -19.03787 -2.77049 19.01907
H -18.20764 -5.62866 21.22576
H -17.56835 -5.79818 19.52451
H -19.97589 -7.29107 20.53959
H -18.34812 -7.95789 20.17317
H -20.42224 -7.26833 18.41900
H -17.55410 -7.03128 17.58150
H -18.83688 -5.95297 17.20948
H -18.53657 -8.79630 16.47127
H -18.16523 -7.50452 15.34778
H -21.71307 -8.97853 15.15700
H -21.15970 -9.31261 16.84385
H -20.19241 -9.82683 15.39049
C -25.61130 -3.21842 21.40501
O -25.15414 -4.41329 20.83905
C -25.48008 -4.44499 19.44412
C -25.23907 -5.83893 18.91643
N -25.02397 -5.84038 17.44012
C -24.86621 -7.25961 17.00336
C -24.63543 -7.42350 15.55960
O -23.42248 -6.86869 15.21799
C -23.09102 -6.97285 13.81262
H -25.25709 -3.11679 22.44479
H -26.70251 -3.20689 21.45868
H -25.33357 -2.29833 20.74893
H -24.79980 -3.61503 18.93067
H -26.47231 -4.06613 19.27060
H -26.08316 -6.53083 19.11898
H -24.39136 -6.20141 19.45759
H -24.16200 -5.30899 17.27681
H -25.80496 -7.73228 17.15805
H -24.08955 -7.80127 17.56588
H -25.46476 -6.88612 15.10553
H -24.80438 -8.41083 15.22757
H -23.20081 -8.04717 13.53468
H -22.07135 -6.57786 13.69789
H -23.78397 -6.37297 13.26537
C -21.58727 -0.29203 21.77284
O -21.00097 -1.11747 20.77776
C -21.96311 -1.71868 19.89092
C -22.45102 -0.69141 18.87283
N -21.38118 -0.30244 17.93109
C -21.26697 1.13816 17.76551
C -20.21006 1.32636 16.60184
O -20.77108 0.74331 15.39044
C -19.90014 0.93964 14.23235
H -21.92616 0.66143 21.20197
H -20.88471 0.05595 22.48987
H -22.50201 -0.76122 22.20799
H -22.76863 -2.03959 20.54719
H -21.48922 -2.66504 19.49038
H -22.74168 0.18356 19.41133
H -23.36922 -1.04320 18.30869
H -21.62388 -0.61975 17.02491
H -20.79419 1.59825 18.67777
H -22.23740 1.61880 17.47318
H -19.23227 0.87755 16.82515
H -19.97232 2.39301 16.40967
H -19.00015 1.60178 14.44201
H -20.44603 1.32096 13.36639
H -19.50879 -0.01603 13.85811
C -22.82328 -7.42082 4.44597
O -21.98987 -8.09614 5.27149
C -21.88717 -9.46669 4.93234
C -20.59004 -10.09635 5.26968
N -20.15079 -10.08892 6.67155
C -19.60187 -8.84958 7.14432
C -19.31423 -8.93969 8.61629
O -20.53498 -9.26483 9.24490
C -20.39617 -9.16884 10.64996
H -22.97069 -6.39084 4.70004
H -23.83862 -7.85714 4.38193
H -22.47736 -7.31546 3.37936
H -22.09819 -9.56427 3.86035
H -22.72267 -9.90058 5.49159
H -19.78544 -9.66638 4.66166
H -20.83676 -11.12137 5.02148
H -20.95301 -10.23727 7.30418
H -20.25250 -7.88534 7.03648
H -18.69277 -8.60279 6.51078
H -18.87854 -7.96818 8.95412
H -18.64566 -9.81397 8.84077
H -21.10246 -9.71406 11.21088
H -20.39069 -8.12210 10.96630
H -19.39465 -9.60850 10.99295
```

Calculated values
Kohn-Sham gap, eV: 9.0175
LUMO level, eV: 0.68
HOMO energy, Ha: -0.3063
Net charge: 0
Energy above the lowest of the compared OMol25 structures with the same formula, charge and spin, eV: 6.080
Electronic energy, eV: -77098.19906

Atomic partial charges in e from the Mulliken method, atoms 1 to 99: atom 1 (C): -2.275, atom 2 (C): 1.687, atom 3 (C): -0.997, atom 4 (C): -0.937, atom 5 (C): -0.418, atom 6 (C): -1.662, atom 7 (C): 2.738, atom 8 (C): -1.607, atom 9 (C): -2.713, atom 10 (N): 0.313, atom 11 (O): -0.623, atom 12 (H): 0.462, atom 13 (H): 0.337, atom 14 (H): 0.514, atom 15 (H): 0.161, atom 16 (H): -0.117, atom 17 (H): 0.335, atom 18 (H): 0.235, atom 19 (H): 0.370, atom 20 (H): 0.163, atom 21 (H): 0.419, atom 22 (H): 0.466, atom 23 (H): 0.430, atom 24 (H): 0.104, atom 25 (H): 0.091, atom 26 (H): 0.400, atom 27 (H): 0.342, atom 28 (H): 0.441, atom 29 (H): 0.809, atom 30 (H): 0.329, atom 31 (C): -0.798, atom 32 (O): 0.018, atom 33 (C): -0.059, atom 34 (C): 2.049, atom 35 (C): -1.365, atom 36 (N): 0.815, atom 37 (H): 0.206, atom 38 (H): 0.266, atom 39 (H): 0.150, atom 40 (H): 0.501, atom 41 (H): -0.424, atom 42 (H): -1.110, atom 43 (H): 0.418, atom 44 (H): -0.130, atom 45 (H): 0.092, atom 46 (H): -0.139, atom 47 (H): -0.566, atom 48 (C): -0.658, atom 49 (O): -0.426, atom 50 (C): -0.338, atom 51 (C): 0.560, atom 52 (C): -1.083, atom 53 (N): 0.207, atom 54 (H): 0.279, atom 55 (H): 0.283, atom 56 (H): 0.261, atom 57 (H): 0.418, atom 58 (H): 0.048, atom 59 (H): 0.247, atom 60 (H): -0.141, atom 61 (H): 0.232, atom 62 (H): 0.489, atom 63 (H): -0.449, atom 64 (H): -0.170, atom 65 (C): -1.056, atom 66 (O): 0.653, atom 67 (C): -0.783, atom 68 (C): -1.091, atom 69 (N): -0.051, atom 70 (C): 0.121, atom 71 (C): -1.375, atom 72 (O): 0.081, atom 73 (C): -0.701, atom 74 (H): 0.348, atom 75 (H): 0.277, atom 76 (H): 0.147, atom 77 (H): 0.398, atom 78 (H): 0.445, atom 79 (H): 0.336, atom 80 (H): 0.392, atom 81 (H): 0.153, atom 82 (H): 0.551, atom 83 (H): -0.161, atom 84 (H): 0.643, atom 85 (H): 0.289, atom 86 (H): 0.050, atom 87 (H): 0.205, atom 88 (H): 0.367, atom 89 (C): -0.795, atom 90 (O): -0.213, atom 91 (C): -0.151, atom 92 (C): -0.452, atom 93 (N): -0.407, atom 94 (C): -0.649, atom 95 (C): -0.921, atom 96 (O): 0.287, atom 97 (C): -1.273, atom 98 (H): 0.280, atom 99 (H): 0.339

***

The following is a quantum chemistry calculation of a 13-piece molecular cluster, C41H112F6N10O13 overall, from the OMol25 dataset.

Geometry as XYZ:
```
182
C41H112F6N10O13 (ωB97M-V/def2-TZVPD)
N 4.00564 11.48365 1.32915
H 4.37136 11.70443 0.40824
H 3.91378 12.34149 1.92517
H 4.62765 10.78335 1.78626
H 3.07084 11.09364 1.33891
N 2.72175 8.21503 2.35586
H 3.66232 8.64745 2.37365
H 2.03222 8.82049 1.92026
H 2.41151 7.93253 3.30427
H 2.79454 7.36488 1.79340
C 6.21055 9.73967 3.54524
O 7.44992 9.28190 2.98929
O 5.27408 9.36779 2.66230
C 6.12644 9.13126 4.95232
F 7.10765 9.57166 5.75586
F 4.96214 9.44463 5.55333
F 6.22244 7.78066 4.92387
C 8.56603 10.13999 3.00720
C 9.65389 9.23068 2.42253
H 10.02328 8.55355 3.19418
H 9.21609 8.59942 1.64814
H 10.49132 9.74999 1.95644
H 8.86175 10.43055 4.01931
H 8.38568 11.00014 2.35235
H 6.26896 10.83659 3.63700
C 4.39417 14.05979 3.84496
O 4.04632 13.72718 5.19152
O 3.50096 13.60746 2.95264
C 4.76852 15.55719 3.83166
F 5.20951 15.82862 2.56577
F 3.71221 16.37865 4.01861
F 5.70643 15.94761 4.70865
C 4.27164 12.38995 5.54309
C 3.89129 12.26283 7.01109
H 4.13281 11.27586 7.40733
H 4.37934 13.02586 7.61538
H 2.81733 12.45384 7.04627
H 5.31023 12.07332 5.35738
H 3.70880 11.71582 4.88522
H 5.38851 13.58890 3.69751
C 7.37881 9.03752 -0.84116
O 8.15882 8.54302 -1.89896
H 6.65661 9.81324 -1.13230
H 6.75584 8.25446 -0.41892
H 8.04377 9.47224 -0.08946
H 8.65827 9.28092 -2.25965
C 8.01138 5.52273 0.34695
C 7.27465 5.49076 1.67820
C 8.24852 5.67485 2.85610
O 9.17113 4.60340 2.87073
C 10.15412 4.65897 3.87178
N 6.15112 6.42481 1.66089
H 8.61606 4.62003 0.28341
H 8.64140 6.40848 0.24456
H 7.28040 5.51701 -0.46357
H 6.86233 4.48547 1.82492
H 7.68207 5.72884 3.79140
H 8.69685 6.65915 2.67700
H 9.83723 4.65498 4.91811
H 10.76731 5.55224 3.69351
H 10.77887 3.78702 3.67523
H 6.41523 7.14473 1.00228
H 6.02742 6.91159 2.54381
C 8.45082 13.46224 4.80396
C 9.88459 13.24107 4.34540
C 10.66373 14.52249 4.02133
O 11.98985 14.20430 3.64071
C 12.68333 15.35097 3.19714
N 10.64236 12.44816 5.34705
H 8.37608 13.94614 5.78093
H 7.87804 12.53698 4.89114
H 7.87703 14.07941 4.10823
H 9.84327 12.67541 3.41000
H 10.62405 15.24970 4.84142
H 10.16911 15.02533 3.17976
H 13.68956 15.12511 2.85302
H 12.65203 16.17618 3.91210
H 12.21420 15.76652 2.29461
H 11.58825 12.61129 4.99356
H 10.64088 13.09736 6.13847
C 0.01704 8.78700 4.76367
C 1.43700 9.18813 5.19887
C 1.50879 9.88377 6.55097
O 0.65162 11.01991 6.55268
C 0.55202 11.49268 7.87465
N 2.27270 7.96849 5.24195
H 0.14465 8.15998 3.87496
H -0.52677 9.64351 4.36411
H -0.59982 8.27845 5.50066
H 1.86984 9.86719 4.45843
H 2.55381 10.04943 6.84335
H 1.25574 9.16610 7.34578
H -0.06622 10.81948 8.48018
H 0.07568 12.47142 7.94247
H 1.48739 11.63044 8.42688
H 1.87061 7.33466 5.92842
H 3.15323 8.24085 5.67904
C 12.84684 8.70704 0.60725
C 13.38635 7.58643 1.51578
C 13.76021 6.38217 0.61693
O 12.72037 5.72210 -0.10014
C 11.55110 5.39515 0.60963
N 14.60200 8.02231 2.19793
H 13.54927 8.92339 -0.19635
H 12.65102 9.60063 1.20082
H 11.91066 8.34770 0.17726
H 12.58528 7.33184 2.21820
H 14.24282 5.58635 1.19801
H 14.47598 6.72759 -0.12729
H 10.86849 4.68270 0.14519
H 10.95241 6.28058 0.83590
H 11.83067 4.81309 1.49733
H 14.28261 8.68643 2.89722
H 15.03689 7.26567 2.71437
C 6.75946 10.87820 11.52669
C 7.66406 10.11564 10.57910
C 8.80624 10.97639 10.02659
O 8.42550 12.05286 9.23688
C 7.78240 11.71079 8.02813
N 8.18107 8.91457 11.24547
H 7.33969 11.13807 12.41399
H 5.90751 10.27387 11.84062
H 6.32567 11.75885 11.05184
H 7.09964 9.67726 9.75225
H 9.40897 10.26379 9.43885
H 9.47421 11.28380 10.83516
H 8.49892 11.06207 7.50281
H 7.62712 12.51954 7.32070
H 6.87615 11.12995 8.20351
H 8.91620 9.14274 11.91165
H 8.66396 8.31106 10.58622
C 5.78107 2.37544 8.04702
C 6.43699 3.63975 7.50025
C 5.50317 4.32639 6.49130
O 5.48030 3.66600 5.23381
C 4.51245 4.12744 4.33945
N 6.61092 4.56767 8.60132
H 6.29133 2.03189 8.94492
H 5.79541 1.59741 7.27864
H 4.70296 2.49611 8.16563
H 7.39469 3.36585 7.04012
H 5.67997 5.40356 6.40659
H 4.50910 4.23481 6.94493
H 4.80660 3.85854 3.32558
H 4.40732 5.21962 4.38099
H 3.49089 3.75722 4.49121
H 7.15853 5.38741 8.37310
H 7.09107 4.04179 9.32126
C 12.76888 7.60270 6.60003
C 11.49856 8.46902 6.39881
C 10.50457 8.14056 7.52503
O 9.92312 6.85971 7.46869
C 8.84159 6.72722 6.56618
N 11.94600 9.85346 6.37912
H 13.17664 7.77679 7.59894
H 13.58328 7.90122 5.93784
H 12.57876 6.54156 6.44060
H 11.05562 8.25341 5.42343
H 9.75487 8.94403 7.51339
H 11.00920 8.22607 8.49068
H 7.97023 7.27529 6.93215
H 8.63778 5.66859 6.40719
H 9.03097 7.08674 5.54834
H 12.24158 10.10690 7.31935
H 11.17999 10.49240 6.16378
C 7.82191 12.84336 1.10876
C 7.87978 14.17234 0.36196
C 8.49596 14.12678 -1.00600
O 9.87676 13.74615 -1.00117
C 10.69357 14.85362 -0.57573
N 6.51845 14.67813 0.29717
H 8.79655 12.55498 1.50712
H 7.44767 12.02893 0.48132
H 7.12957 12.89558 1.95282
H 8.46729 14.86654 0.98285
H 8.33075 15.06241 -1.55192
H 7.95569 13.38958 -1.60660
H 10.73421 15.55045 -1.41320
H 11.69814 14.46164 -0.41654
H 10.39445 15.29389 0.37448
H 6.17656 14.87618 1.22814
H 6.55020 15.58247 -0.16711
```

Calculated values
Kohn-Sham gap, eV: 7.3887
LUMO level, eV: -0.84
HOMO energy, Ha: -0.3023
Net charge: 0
Electronic energy, eV: -102150.98572

Atomic partial charges in e from the Mulliken method, atoms 1 to 99: atom 1 (N): -0.022, atom 2 (H): 0.408, atom 3 (H): 0.152, atom 4 (H): -0.122, atom 5 (H): 0.405, atom 6 (N): -0.034, atom 7 (H): 0.018, atom 8 (H): 0.455, atom 9 (H): 0.201, atom 10 (H): 0.472, atom 11 (C): 1.066, atom 12 (O): 1.812, atom 13 (O): -0.600, atom 14 (C): -0.428, atom 15 (F): 0.164, atom 16 (F): -0.078, atom 17 (F): -0.274, atom 18 (C): 1.640, atom 19 (C): -0.680, atom 20 (H): -0.759, atom 21 (H): -0.647, atom 22 (H): 0.697, atom 23 (H): -0.230, atom 24 (H): -0.883, atom 25 (H): -1.273, atom 26 (C): 1.810, atom 27 (O): -0.684, atom 28 (O): -1.114, atom 29 (C): 0.493, atom 30 (F): -0.417, atom 31 (F): -0.290, atom 32 (F): -0.270, atom 33 (C): 2.143, atom 34 (C): -1.732, atom 35 (H): 0.390, atom 36 (H): 0.464, atom 37 (H): 0.214, atom 38 (H): -0.788, atom 39 (H): -0.374, atom 40 (H): -1.129, atom 41 (C): 0.086, atom 42 (O): -0.584, atom 43 (H): 0.351, atom 44 (H): 0.075, atom 45 (H): -0.215, atom 46 (H): 0.327, atom 47 (C): -1.768, atom 48 (C): 0.268, atom 49 (C): 1.963, atom 50 (O): -0.565, atom 51 (C): -0.267, atom 52 (N): -0.456, atom 53 (H): 0.438, atom 54 (H): 0.299, atom 55 (H): 0.425, atom 56 (H): 0.273, atom 57 (H): -0.447, atom 58 (H): -0.661, atom 59 (H): -0.022, atom 60 (H): -0.091, atom 61 (H): 0.454, atom 62 (H): -0.117, atom 63 (H): 0.104, atom 64 (C): -0.725, atom 65 (C): 0.467, atom 66 (C): -0.850, atom 67 (O): -0.333, atom 68 (C): -0.732, atom 69 (N): -0.241, atom 70 (H): 0.664, atom 71 (H): -0.312, atom 72 (H): 0.228, atom 73 (H): -0.443, atom 74 (H): 0.461, atom 75 (H): 0.261, atom 76 (H): 0.298, atom 77 (H): 0.337, atom 78 (H): 0.199, atom 79 (H): 0.386, atom 80 (H): 0.342, atom 81 (C): -1.624, atom 82 (C): 1.225, atom 83 (C): -0.612, atom 84 (O): -0.374, atom 85 (C): -0.906, atom 86 (N): -0.570, atom 87 (H): 0.411, atom 88 (H): 0.381, atom 89 (H): 0.362, atom 90 (H): -0.277, atom 91 (H): 0.001, atom 92 (H): 0.575, atom 93 (H): 0.349, atom 94 (H): 0.322, atom 95 (H): 0.337, atom 96 (H): 0.326, atom 97 (H): 0.027, atom 98 (C): -1.210, atom 99 (C): 1.343

***

Q: What is the net charge in the first record?
A: 0

***

Q: Among the records above, which one has the highest electronic energy?
A: C41H101N7O11

***

Q: What is the formula in the first record?
A: C41H101N7O11

***

Q: The lowest LUMO level belongs to which entry?
A: C41H112F6N10O13